A structure of composition C48H57ClFN3SbSc. Source: the Open Molecules 2025 dataset; level of theory: the ωB97M-V functional and the def2-TZVPD basis.

Computed properties:
HOMO energy: -7.48 eV
F_max: 0.98 eV/Å
Kohn-Sham gap: 7.48 eV
LUMO energy: 0.0 eV

Positions of all 112 atoms, in Å:
Sc -0.2336 -0.6674 -0.2168
C 0.3467 -3.0729 -1.3272
C 1.6372 -3.3409 -0.8874
C 2.5267 -2.4196 -1.5630
C 1.7210 -1.5643 -2.3069
C 0.3233 -1.9580 -2.2604
C -0.3181 -2.1911 -3.6484
C 0.6925 -2.9457 -4.5376
C -1.5498 -3.1059 -3.5678
C -0.6530 -0.8788 -4.3634
C 4.0200 -2.4926 -1.9002
C 4.1976 -3.5971 -2.9597
C 4.4764 -1.1824 -2.5670
C 5.0084 -2.7843 -0.7669
C 1.8852 -4.4232 0.1591
C 2.6774 -5.6119 -0.4033
C 0.5520 -4.9988 0.6665
C 2.6028 -3.8565 1.3921
H -0.5038 -3.7103 -1.1558
H 2.0686 -0.8308 -3.0170
H 1.0828 -3.8147 -4.0144
H 1.5283 -2.3116 -4.8198
H 0.1985 -3.2799 -5.4491
H -1.2295 -4.1398 -3.4558
H -2.1226 -3.0314 -4.4918
H -2.1964 -2.8673 -2.7312
H 0.2516 -0.2933 -4.5188
H -1.3496 -0.2799 -3.7874
H -1.0893 -1.0847 -5.3405
H 3.5366 -3.4141 -3.8009
H 3.9639 -4.5752 -2.5555
H 5.2253 -3.6028 -3.3215
H 4.0785 -1.1067 -3.5753
H 5.5619 -1.1641 -2.6429
H 4.1566 -0.3167 -1.9970
H 4.9377 -3.8089 -0.4156
H 4.8670 -2.1130 0.0708
H 6.0261 -2.6410 -1.1311
H 2.2268 -5.9616 -1.3299
H 2.6700 -6.4299 0.3154
H 3.7119 -5.3518 -0.5961
H 0.0236 -5.5336 -0.1184
H -0.0936 -4.2107 1.0479
H 0.7463 -5.6996 1.4767
H 3.5919 -3.4937 1.1494
H 2.7060 -4.6275 2.1544
H 2.0230 -3.0385 1.8146
C 3.6888 -0.2311 1.3002
C 3.4641 0.7996 0.2497
C 4.5535 1.4297 -0.3479
C 4.3371 2.3701 -1.3382
C 3.0313 2.7352 -1.6127
C 2.0003 2.1101 -0.9218
N 2.2021 1.1217 -0.0639
Sb 0.1618 3.3099 -0.8458
C -1.5306 2.3630 -1.8504
C -2.2139 3.3277 -2.5783
C -3.3419 2.9778 -3.2963
C -3.7561 1.6655 -3.2191
C -3.0293 0.7567 -2.4518
C -3.5291 -0.6451 -2.3956
N -1.9096 1.0918 -1.7921
C -0.4319 3.1088 1.2447
C -0.1516 4.2112 2.0380
C -0.5840 4.2019 3.3530
C -1.2547 3.0851 3.8124
C -1.4830 2.0153 2.9499
C -2.1992 0.8125 3.4618
N -1.0895 2.0494 1.6738
H 3.3731 0.1440 2.2726
H 4.7419 -0.4906 1.3633
H 3.0815 -1.1094 1.0794
H 5.5568 1.1716 -0.0442
H 5.1671 2.8322 -1.8511
H 2.8054 3.5006 -2.3434
H -1.8551 4.3478 -2.5779
H -3.8725 3.7040 -3.8941
H -4.6344 1.3228 -3.7441
H -3.6138 -1.0552 -3.4016
H -4.5215 -0.6613 -1.9448
H -2.8470 -1.2495 -1.7960
H 0.3905 5.0526 1.6267
H -0.4103 5.0492 4.0002
H -1.6164 3.0322 4.8289
H -2.2064 0.8157 4.5494
H -1.7144 -0.0924 3.1038
H -3.2263 0.8068 3.1004
F 1.1962 -0.3275 6.1534
C 1.0028 -0.4137 4.8108
C 0.5055 -1.5758 4.2611
C 0.3023 -1.6277 2.8883
C 0.5813 -0.5674 1.9952
C 1.1047 0.5698 2.6465
C 1.3067 0.6690 4.0139
H 0.2644 -2.4139 4.8998
H -0.1046 -2.5585 2.5057
H 1.3883 1.4415 2.0628
H 1.6853 1.5817 4.4534
Cl -4.9600 -3.2483 0.6068
C -4.8783 -1.5073 0.6576
C -6.0790 -0.8144 0.6811
C -6.0865 0.5682 0.6944
C -4.8790 1.2459 0.6966
C -3.6936 0.5416 0.6846
C -3.6382 -0.8547 0.6537
C -2.3190 -1.5473 0.6171
H -7.0094 -1.3605 0.6890
H -7.0192 1.1101 0.6985
H -4.8531 2.3263 0.6946
H -2.7494 1.0698 0.6681
H -2.4994 -2.5764 0.2691
H -2.0366 -1.6776 1.6740